The following is a DFT calculation (ωB97M-V with the def2-TZVPD basis set) of a 14-piece molecular cluster, C56H112O28 overall at a distorted geometry.

Last columns: bonded neighbours and bond lengths (Å).
Cartesian coordinates (Å):
1 O -0.6650 3.2995 1.5305  C68 1.213
2 O 3.3850 -0.1523 4.7271  C70 1.387, C77 1.409
3 O -2.7343 3.2361 -3.2572  C30 1.429, C83 1.445
4 O -3.2704 -2.7364 -4.2405  C47 1.190
5 O 5.4468 4.2628 -3.5507  C41 1.384, C65 1.464
6 O 2.4106 4.0070 -5.0173  C53 1.400, C72 1.485
7 O -3.7547 -1.4990 1.7297  C42 1.303, C46 1.447
8 O -2.1508 2.0752 0.4692  C68 1.341, C81 1.442
9 O 1.4083 2.4956 -7.3727  C39 1.424, C61 1.382
10 O -0.2493 4.2585 -2.4714  C37 1.399, C54 1.410
11 O 7.3333 3.4280 -4.4164  C41 1.176
12 O 5.3054 0.6185 1.1663  C34 1.419, C59 1.368
13 O -1.6646 -5.2654 2.3001  C48 1.402, C60 1.364
14 O 3.3514 -2.1077 5.8517  C70 1.179
15 O 0.0880 0.0475 -5.0975  C32 1.402, C76 1.371
16 O 0.4604 -6.4608 5.5390  C40 1.458, C80 1.433
17 O -0.9159 2.7513 5.8530  C51 1.414, C64 1.399
18 O -0.1353 -4.1139 1.1446  C60 1.198
19 O -6.7298 0.6675 1.8852  C78 1.202
20 O -3.0794 2.4954 3.8776  C49 1.420, C58 1.465
21 O 5.2014 -0.5318 -1.3344  C44 1.419, C71 1.381
22 O 1.3699 -3.9440 4.2214  C38 1.428, C82 1.417
23 O 2.3292 1.9399 0.3472  C52 1.424, C74 1.405
24 O -5.1182 -3.1336 2.2914  C42 1.207
25 O -2.9122 -1.1966 -2.6994  C47 1.373, C67 1.473
26 O 0.3236 -3.1355 -3.6302  C66 1.412, C75 1.398
27 O -6.2348 0.4591 -0.2904  C78 1.359, C84 1.447
28 O 0.8901 -0.1814 -0.8197  C29 1.422, C43 1.403
29 C 1.0514 -1.0102 0.3249  O28 1.422, H88 1.096, H128 1.096, H145 1.049
30 C -1.5530 3.1017 -4.0505  O3 1.429, C37 1.503, H98 1.139, H113 1.081
31 C -2.1125 -1.4975 3.4729  C46 1.535, C63 1.545, H153 1.062, H167 1.101
32 C -1.0536 -0.0818 -5.9003  O15 1.402, H108 1.105, H156 1.058, H160 1.064
33 C -7.3837 -1.4195 0.6648  C69 1.562, C78 1.574, H111 1.101, H121 1.133
34 C 6.0188 0.8696 2.3673  O12 1.419, H132 1.110, H147 1.086, H192 1.044
35 C -2.5205 -3.4208 -1.9617  C36 1.567, C47 1.541, H104 1.103, H188 1.101
36 C -1.8645 -2.4566 -0.9144  C35 1.567, C67 1.562, H114 1.105, H125 1.112
37 C -0.6532 4.2819 -3.8104  O10 1.399, C30 1.503, H175 1.066, H176 1.124
38 C 1.9820 -4.7385 5.2376  O22 1.428, C80 1.506, H152 1.116, H187 1.125
39 C 1.1922 1.7795 -8.5845  O9 1.424, H115 1.063, H150 1.091, H166 1.048
40 C -0.4749 -7.1632 6.4102  O16 1.458, H122 1.106, H141 1.099, H142 1.123
41 C 6.5689 3.4536 -3.5234  O5 1.384, O11 1.176, C79 1.530
42 C -4.1588 -2.4425 2.5332  O7 1.303, O24 1.207, C63 1.551
43 C 0.3525 1.0900 -0.5701  O28 1.403, C52 1.503, H143 1.118, H148 1.096
44 C 4.8047 -1.0306 -2.6023  O21 1.419, H91 1.133, H118 1.090, H136 1.074
45 C -3.8255 3.7266 -0.2624  C57 1.565, C81 1.574, H92 1.130, H163 1.076
46 C -2.7694 -0.6553 2.3709  O7 1.447, C31 1.535, H149 1.144, H172 1.119
47 C -2.8930 -2.4980 -3.1378  O4 1.190, O25 1.373, C35 1.541
48 C -1.5398 -6.3735 3.1493  O13 1.402, C55 1.531, H173 1.082, H186 1.038
49 C -4.4227 2.8039 3.5339  O20 1.420, H129 1.076, H144 1.109, H181 1.082
50 C 1.0474 0.1035 4.3530  C56 1.493, C77 1.569, H89 1.061, H109 1.090
51 C -0.9149 3.7259 6.8780  O17 1.414, H117 1.089, H178 1.034, H180 1.160
52 C 1.4111 2.1459 -0.7216  O23 1.424, C43 1.503, H96 1.096, H116 1.091
53 C 2.6459 2.6559 -5.2990  O6 1.400, C61 1.503, H170 1.090, H177 1.119
54 C 0.3377 5.4998 -2.1526  O10 1.410, H93 1.051, H94 1.085, H101 1.128
55 C -0.5406 -7.3464 2.5187  C48 1.531, C73 1.518, H131 1.112, H162 1.085
56 C 1.2768 -0.9611 5.3740  C50 1.493, C70 1.502, H184 1.129, H193 1.085
57 C -2.5408 4.3942 0.3314  C45 1.565, C68 1.521, H99 1.125, H102 1.078
58 C -2.3395 3.7384 4.1120  O20 1.465, C64 1.530, H171 1.092, H195 1.084
59 C 4.8504 -0.6661 1.0431  O12 1.368, C71 1.542, H85 1.084, H135 1.146
60 C -0.4401 -5.1203 1.7179  O13 1.364, O18 1.198, C73 1.513
61 C 2.6103 2.2363 -6.7421  O9 1.382, C53 1.503, H168 1.089, H179 1.125
62 C 4.9620 2.5545 -1.9588  C65 1.522, C79 1.509, H97 1.135, H130 1.118
63 C -3.2271 -2.5255 3.7708  C31 1.545, C42 1.551, H134 1.109, H161 1.094
64 C -0.9378 3.3562 4.5915  O17 1.399, C58 1.530, H157 1.108, H185 1.096
65 C 4.5757 3.9538 -2.4151  O5 1.464, C62 1.522, H123 1.099, H137 1.136
66 C 0.1728 -2.2931 -4.7530  O26 1.412, C76 1.557, H103 1.104, H164 1.072
67 C -2.5004 -1.0799 -1.2900  O25 1.473, C36 1.562, H126 1.073, H139 1.063
68 C -1.7036 3.2613 0.9054  O1 1.213, O8 1.341, C57 1.521
69 C -6.8164 -1.8570 -0.7227  C33 1.562, C84 1.511, H138 1.064, H154 1.085
70 C 2.7576 -1.2115 5.3670  O2 1.387, O14 1.179, C56 1.502
71 C 4.2863 -0.9097 -0.3715  O21 1.381, C59 1.542, H100 1.095, H146 1.065
72 C 3.3475 4.8726 -5.7776  O6 1.485, H133 1.112, H155 1.065, H174 1.099
73 C 0.4420 -6.3214 1.9808  C55 1.518, C60 1.513, H106 1.081, H110 1.107
74 C 2.6922 3.1606 0.9394  O23 1.405, H107 1.116, H159 1.093, H165 1.110
75 C 0.1542 -4.5199 -3.7183  O26 1.398, H95 1.118, H158 1.084, H191 1.076
76 C 0.2963 -0.8809 -4.1100  O15 1.371, C66 1.557, H90 1.114, H169 1.138
77 C 2.4485 0.8062 4.2923  O2 1.409, C50 1.569, H105 1.107, H112 1.087
78 C -6.7746 0.0168 0.8751  O19 1.202, O27 1.359, C33 1.574
79 C 6.4301 2.5331 -2.3087  C41 1.530, C62 1.509, H86 1.105, H189 1.121
80 C 0.9300 -5.2663 6.1766  O16 1.433, C38 1.506, H140 1.075, H151 1.028
81 C -3.3933 2.2136 -0.2493  O8 1.442, C45 1.574, H87 1.135, H190 1.073
82 C 2.3603 -3.4855 3.3178  O22 1.417, H120 1.098, H182 1.145, H194 1.156
83 C -3.6950 2.2463 -3.6873  O3 1.445, H127 1.120, H183 1.092, H196 1.139
84 C -6.3114 -0.5613 -1.3136  O27 1.447, C69 1.511, H119 1.109, H124 1.070
85 H 5.6814 -1.3565 1.1287  C59 1.084
86 H 6.9020 1.5724 -2.5854  C79 1.105
87 H -4.1864 1.6357 0.3203  C81 1.135
88 H 1.6460 -0.5364 1.1141  C29 1.096
89 H 0.3913 0.8637 4.6944  C50 1.061
90 H 1.2682 -0.7175 -3.5898  C76 1.114
91 H 4.8659 -2.1594 -2.5267  C44 1.133
92 H -4.7775 3.8983 0.3210  C45 1.130
93 H 0.6779 5.3611 -1.1677  C54 1.051
94 H -0.3658 6.3089 -2.3197  C54 1.085
95 H 1.0398 -4.9706 -4.2310  C75 1.118
96 H 0.9988 3.1502 -0.5694  C52 1.096
97 H 4.2868 1.7820 -2.4451  C62 1.135
98 H -0.9695 2.1329 -3.9120  C30 1.139
99 H -1.7729 4.8120 -0.3766  C57 1.125
100 H 3.9953 -1.9617 -0.4592  C71 1.095
101 H 1.1727 5.7510 -2.8674  C54 1.128
102 H -2.7436 5.1147 1.1075  C57 1.078
103 H -0.7740 -2.4218 -5.3067  C66 1.104
104 H -1.9065 -4.3026 -2.2126  C35 1.103
105 H 2.6904 1.1860 3.2809  C77 1.107
106 H 1.0187 -6.5948 1.1077  C73 1.081
107 H 1.8778 3.6808 1.4977  C74 1.116
108 H -1.2748 0.9515 -6.2228  C32 1.105
109 H 0.6722 -0.2640 3.3981  C50 1.090
110 H 1.1758 -5.9581 2.7251  C73 1.107
111 H -7.0964 -2.1043 1.4771  C33 1.101
112 H 2.5138 1.5840 5.0490  C77 1.087
113 H -1.7801 3.1088 -5.1074  C30 1.081
114 H -0.7733 -2.4070 -1.0836  C36 1.105
115 H 1.0663 0.7323 -8.4535  C39 1.063
116 H 1.8079 2.0423 -1.7321  C52 1.091
117 H -1.8874 4.1546 7.1168  C51 1.089
118 H 5.4477 -0.5696 -3.3528  C44 1.090
119 H -7.0813 -0.1856 -2.0182  C84 1.109
120 H 2.1351 -2.4859 2.9229  C82 1.098
121 H -8.5152 -1.3721 0.6544  C33 1.133
122 H 0.0032 -7.9430 7.0314  C40 1.106
123 H 4.8262 4.6415 -1.5957  C65 1.099
124 H -5.3572 -0.7060 -1.7749  C84 1.070
125 H -2.1352 -2.6908 0.1384  C36 1.112
126 H -3.3822 -0.8882 -0.7103  C67 1.073
127 H -4.5759 2.2302 -2.9963  C83 1.120
128 H 1.4420 -1.9700 -0.0329  C29 1.096
129 H -4.9343 3.1024 4.4328  C49 1.076
130 H 4.8460 2.4267 -0.8537  C62 1.118
131 H -0.0674 -7.9655 3.3113  C55 1.112
132 H 5.6595 1.7954 2.8625  C34 1.110
133 H 3.0819 5.1334 -6.8258  C72 1.112
134 H -2.7845 -3.5418 3.7655  C63 1.109
135 H 4.0461 -0.9189 1.8192  C59 1.146
136 H 3.7490 -0.8742 -2.7218  C44 1.074
137 H 3.5244 4.2313 -2.7451  C65 1.136
138 H -7.5714 -2.2475 -1.3624  C69 1.064
139 H -1.7724 -0.3106 -1.2045  C67 1.063
140 H 1.3973 -5.5280 7.1091  C80 1.075
141 H -1.0848 -6.4904 7.0300  C40 1.099
142 H -1.1774 -7.7029 5.7193  C40 1.123
143 H -0.0031 1.1192 0.4898  C43 1.118
144 H -4.5844 3.5531 2.7322  C49 1.109
145 H 0.1524 -1.3121 0.7742  C29 1.049
146 H 3.3909 -0.3518 -0.5151  C71 1.065
147 H 7.0787 0.9036 2.1328  C34 1.086
148 H -0.5182 1.2916 -1.2051  C43 1.096
149 H -3.4186 0.1433 2.8715  C46 1.144
150 H 2.0332 2.0103 -9.2397  C39 1.091
151 H 0.1723 -4.6044 6.3881  C80 1.028
152 H 2.4494 -5.6448 4.7831  C38 1.116
153 H -1.2519 -2.0527 3.1925  C31 1.062
154 H -6.0268 -2.5818 -0.5528  C69 1.085
155 H 4.2649 4.3392 -5.6878  C72 1.065
156 H -1.8913 -0.4686 -5.3821  C32 1.058
157 H -0.3186 4.2617 4.4359  C64 1.108
158 H -0.8392 -4.7565 -4.0812  C75 1.084
159 H 3.5135 2.9122 1.6161  C74 1.093
160 H -0.9280 -0.6977 -6.7591  C32 1.064
161 H -3.8538 -2.4634 4.6654  C63 1.094
162 H -1.0235 -7.9109 1.7283  C55 1.085
163 H -4.1039 3.9557 -1.2765  C45 1.076
164 H 0.9844 -2.5366 -5.4089  C66 1.072
165 H 3.0461 3.8277 0.1264  C74 1.110
166 H 0.2602 2.0903 -8.9498  C39 1.048
167 H -1.7250 -0.8692 4.2895  C31 1.101
168 H 2.8445 1.1752 -6.8164  C61 1.089
169 H -0.4070 -0.7574 -3.2240  C76 1.138
170 H 1.8836 2.0424 -4.8187  C53 1.090
171 H -2.4398 4.3853 3.2378  C58 1.092
172 H -1.9820 -0.2275 1.7007  C46 1.119
173 H -1.1582 -5.9989 4.0893  C48 1.082
174 H 3.3263 5.8599 -5.2961  C72 1.099
175 H -1.3007 5.0988 -4.0336  C37 1.066
176 H 0.2371 4.1706 -4.4881  C37 1.124
177 H 3.6583 2.3408 -4.9423  C53 1.119
178 H -0.6000 3.2321 7.7303  C51 1.034
179 H 3.2626 2.7515 -7.5009  C61 1.125
180 H -0.2327 4.6063 6.5525  C51 1.160
181 H -4.8442 1.8679 3.1933  C49 1.082
182 H 3.4334 -3.5549 3.7125  C82 1.145
183 H -3.3199 1.2226 -3.6227  C83 1.092
184 H 1.0521 -0.5496 6.4012  C56 1.129
185 H -0.5258 2.7308 3.7910  C64 1.096
186 H -2.4563 -6.7944 3.3943  C48 1.038
187 H 2.7346 -4.1437 5.8260  C38 1.125
188 H -3.4410 -3.9404 -1.6552  C35 1.101
189 H 7.0256 2.9165 -1.4394  C79 1.121
190 H -3.2256 1.8272 -1.2365  C81 1.073
191 H 0.1566 -4.9491 -2.7321  C75 1.076
192 H 5.8873 0.0892 3.0479  C34 1.044
193 H 0.6056 -1.7617 5.0810  C56 1.085
194 H 2.4721 -4.1808 2.4006  C82 1.156
195 H -2.8500 4.1994 4.9499  C58 1.084
196 H -4.1502 2.5745 -4.6787  C83 1.139

Properties
Highest occupied orbital energy in eV: -9.17
M in Da: 1233.484
Electronic energy in eV: -117208.884
Kohn-Sham gap in eV: 9.70